Record 1
ORCA calculation (ωB97M-V with the def2-TZVPD basis set) on a molecular structure, C45H47N9O3Zr in a non-equilibrium geometry.

Geometry as XYZ:
```
105
Properties=species:S:1:pos:R:3:forces:R:3
Zr -0.1053 -0.4950 0.3432 -1.718 -1.127 -0.043
C -4.0983 2.6692 0.7114 -0.751 -0.493 0.628
C -3.0963 2.0510 -0.2438 -0.558 -1.540 -0.587
C -2.7856 3.1217 -1.2624 0.464 -0.768 -0.752
C -3.7305 0.7653 -0.8417 -0.105 0.920 0.252
C -4.8620 0.8627 -1.6887 1.891 1.385 0.642
C -5.5208 -0.2162 -2.1001 -2.761 -1.475 -1.296
C -5.2219 -1.4776 -1.6084 -0.305 -1.093 -0.427
C -4.1788 -1.6239 -0.7331 0.631 -0.272 0.615
C -3.9726 -2.9947 -0.1064 1.307 -1.489 -1.250
C -3.5859 -4.1373 -1.1381 -0.285 0.491 0.902
C -5.1306 -3.5771 0.6592 -1.874 3.131 -0.536
C -3.3802 -0.4895 -0.3730 -1.079 -0.861 0.302
N -2.3932 -0.6775 0.6493 1.922 0.720 -1.285
C -2.8777 -1.0007 1.8303 -2.218 -0.170 1.553
O -4.0954 -1.0497 2.1218 1.882 -0.152 0.224
C -1.8327 -1.2300 2.9309 0.171 0.249 -1.648
C -2.1384 -1.5961 4.1957 0.118 0.960 2.328
C -1.1420 -1.3553 5.1816 0.212 -1.200 -1.443
C 0.1666 -0.9966 4.7910 -1.331 0.039 0.368
C 0.4127 -0.7434 3.4530 -0.696 0.568 0.028
N -0.5853 -0.8768 2.6056 -0.798 0.057 -1.633
C 1.5778 -0.0222 2.7987 1.651 -0.282 0.503
O 2.6863 -0.0253 3.3465 -1.185 0.111 -0.777
N 1.2211 0.5531 1.6054 0.626 0.103 1.058
C 2.1737 1.3571 0.8038 -0.107 0.785 0.557
C 3.9604 0.7115 -1.0773 1.968 2.122 -1.599
C 4.4115 2.1879 -1.3207 0.648 0.074 0.239
C 4.6144 3.0976 -0.3128 -1.655 -2.789 -0.600
C 4.0473 2.9608 1.0727 1.183 2.380 -0.848
C 2.9589 2.3969 1.5660 -0.399 0.096 1.230
C 2.4420 3.0558 2.9120 -0.514 -3.021 -0.797
C 1.9093 4.4456 2.7613 2.029 0.864 -0.824
C 3.4692 2.7959 3.9701 0.189 1.546 0.609
C 4.0083 -0.1631 -2.3730 -0.398 1.924 0.478
C 5.3134 -0.0121 -3.1561 -0.649 -0.852 -0.068
C 2.7509 0.1139 -3.2184 1.175 0.908 0.519
H -3.5807 3.5128 1.1335 -0.344 0.909 0.165
H -5.0715 2.9192 0.1934 1.202 0.059 0.500
H -4.3654 2.0400 1.5727 0.116 -0.179 -0.358
H -2.1722 1.7253 0.2542 -0.427 0.392 0.103
H -3.7203 3.4782 -1.6674 -0.160 0.572 -0.120
H -2.1773 3.8907 -0.8276 -0.077 0.754 0.391
H -2.1870 2.7821 -2.1033 -0.035 -0.332 -0.185
H -5.2526 1.7989 -2.0348 0.259 0.631 0.038
H -6.4285 -0.0562 -2.7341 0.916 -0.351 0.462
H -5.8143 -2.3938 -1.8734 0.494 1.169 0.168
H -3.1297 -2.9999 0.5706 0.289 0.370 0.169
H -4.3993 -4.3050 -1.8377 0.046 0.063 -0.352
H -2.6336 -4.0078 -1.6343 0.008 0.231 -0.373
H -3.4731 -5.0613 -0.5663 -0.021 0.002 -0.015
H -6.0530 -3.4795 0.0328 0.452 0.042 0.564
H -4.9994 -4.5955 0.7587 0.375 -2.089 0.899
H -5.2714 -2.9874 1.5852 -0.137 -0.725 -0.328
H -3.1720 -1.7969 4.4744 0.288 -0.143 -0.177
H -1.3884 -1.5742 6.2130 0.187 0.249 0.042
H 0.8771 -0.8033 5.5481 0.886 0.109 0.474
H 4.7835 2.3750 -2.3929 -0.662 -0.082 1.923
H 5.0896 4.0322 -0.4840 0.338 0.576 -0.340
H 4.4440 3.7783 1.7025 -0.097 -0.497 -0.229
H 1.5965 2.4567 3.2990 -0.001 0.063 -0.591
H 2.6979 5.1043 2.2754 -0.909 -0.479 0.772
H 1.0719 4.4441 2.0931 -0.648 0.216 -0.139
H 1.6650 4.7995 3.7505 -0.277 0.474 0.158
H 4.3750 3.3685 3.8280 0.685 -0.399 -0.373
H 3.1258 3.2058 4.8866 -0.714 0.641 1.128
H 3.5625 1.7644 4.2071 0.686 -0.807 -0.435
H 3.9177 -1.0931 -1.9159 0.301 -2.061 -0.271
H 5.2512 0.8464 -3.8305 0.166 0.037 0.180
H 6.1456 0.1166 -2.4357 -0.117 -0.379 -0.785
H 5.3510 -0.9166 -3.8273 0.631 0.818 0.777
H 2.8157 1.1835 -3.4841 -0.661 -0.303 0.193
H 2.6721 -0.4188 -4.1521 0.251 -0.540 -0.235
H 1.9085 -0.1315 -2.5922 -0.535 0.263 -0.083
O 0.6127 2.4809 -2.6462 -0.324 -0.051 0.611
C 0.0814 1.6132 -1.9594 -0.266 -0.336 -0.451
N 0.1255 1.3900 -0.6303 2.299 1.550 0.519
C 1.2010 2.2768 0.0188 -1.325 -1.079 0.203
C 3.0495 0.3697 0.0080 -1.048 -0.092 0.823
C 4.5775 0.2003 0.2564 -0.527 -1.674 -0.680
C 5.0630 -1.1939 0.4377 0.740 2.263 -0.306
C 4.2699 -2.1846 0.1342 -2.040 -3.250 -0.726
C 2.8577 -1.9552 -0.2484 0.722 -0.725 1.264
N 2.2665 -0.8286 -0.1724 -0.343 0.215 -0.330
C -0.6414 0.5008 -2.6384 -0.472 -0.695 -0.307
C -0.9369 0.5712 -3.9860 0.583 -0.442 0.882
C -1.2760 -0.5757 -4.6540 -0.826 -0.678 0.402
C -1.4444 -1.7341 -3.9088 0.164 0.115 -0.465
C -1.2388 -1.6892 -2.5487 -1.071 -2.830 0.662
N -0.8472 -0.6233 -1.9099 1.138 1.755 0.166
H 0.7051 2.7733 0.9200 0.511 0.202 -1.847
H 1.6895 2.8662 -0.8014 -0.517 -0.101 1.250
H 5.0484 0.9397 0.8598 0.236 0.347 0.157
H 6.1003 -1.3460 0.7329 -0.334 0.030 0.319
H 4.4866 -3.2835 0.2553 0.219 1.426 -0.204
H 2.2124 -2.8239 -0.3747 0.181 0.078 -0.182
H -0.7472 1.4829 -4.4665 0.141 1.131 -0.650
H -1.5036 -0.5706 -5.6996 0.114 0.013 -0.473
H -1.7023 -2.6735 -4.3649 -0.165 -0.115 -0.095
H -1.4559 -2.6161 -1.9302 0.552 1.450 -0.816
N -0.1345 -2.7221 0.2540 0.114 -1.299 0.639
C -0.2621 -3.8402 0.6669 0.092 1.729 -0.859
N -0.3699 -4.9698 1.1891 -0.476 -0.940 -0.086
C -0.6074 -6.1148 0.5196 0.951 1.681 0.512
N -0.6306 -7.1082 -0.0541 -0.455 -0.799 -0.275
```
Forces are in eV/Å.

* relative energy (zero: lowest compared OMol25 entry of this formula, charge and spin): 2.531 eV
* highest occupied orbital energy: -8.47 eV
* energy: -68263.22781 eV

Results of the Löwdin charge analysis, in e, for atoms 1 through 99: atom 1 (Zr): 1.829, atom 2 (C): -0.062, atom 3 (C): -0.379, atom 4 (C): -0.064, atom 5 (C): -0.109, atom 6 (C): -0.057, atom 7 (C): -0.101, atom 8 (C): -0.037, atom 9 (C): -0.129, atom 10 (C): -0.353, atom 11 (C): -0.046, atom 12 (C): -0.061, atom 13 (C): -0.181, atom 14 (N): -0.034, atom 15 (C): -0.474, atom 16 (O): 0.037, atom 17 (C): -0.162, atom 18 (C): 0.029, atom 19 (C): 0.014, atom 20 (C): 0.033, atom 21 (C): -0.161, atom 22 (N): 0.029, atom 23 (C): -0.418, atom 24 (O): 0.070, atom 25 (N): -0.088, atom 26 (C): -0.316, atom 27 (C): -0.231, atom 28 (C): 0.023, atom 29 (C): -0.041, atom 30 (C): -0.065, atom 31 (C): -0.129, atom 32 (C): -0.384, atom 33 (C): -0.054, atom 34 (C): -0.072, atom 35 (C): -0.350, atom 36 (C): -0.051, atom 37 (C): -0.020, atom 38 (H): 0.071, atom 39 (H): 0.105, atom 40 (H): 0.084, atom 41 (H): 0.097, atom 42 (H): 0.076, atom 43 (H): 0.082, atom 44 (H): 0.063, atom 45 (H): 0.107, atom 46 (H): 0.122, atom 47 (H): 0.128, atom 48 (H): 0.099, atom 49 (H): 0.074, atom 50 (H): 0.037, atom 51 (H): 0.069, atom 52 (H): 0.092, atom 53 (H): 0.045, atom 54 (H): 0.085, atom 55 (H): 0.131, atom 56 (H): 0.112, atom 57 (H): 0.108, atom 58 (H): 0.128, atom 59 (H): 0.088, atom 60 (H): 0.113, atom 61 (H): 0.129, atom 62 (H): 0.106, atom 63 (H): 0.059, atom 64 (H): 0.081, atom 65 (H): 0.082, atom 66 (H): 0.068, atom 67 (H): 0.058, atom 68 (H): 0.070, atom 69 (H): 0.069, atom 70 (H): 0.095, atom 71 (H): 0.101, atom 72 (H): 0.093, atom 73 (H): 0.083, atom 74 (H): 0.050, atom 75 (O): 0.051, atom 76 (C): -0.545, atom 77 (N): -0.094, atom 78 (C): -0.053, atom 79 (C): -0.239, atom 80 (C): -0.039, atom 81 (C): -0.007, atom 82 (C): -0.055, atom 83 (C): -0.106, atom 84 (N): 0.029, atom 85 (C): -0.194, atom 86 (C): 0.019, atom 87 (C): -0.017, atom 88 (C): -0.019, atom 89 (C): -0.137, atom 90 (N): 0.015, atom 91 (H): 0.133, atom 92 (H): 0.138, atom 93 (H): 0.124, atom 94 (H): 0.126, atom 95 (H): 0.130, atom 96 (H): 0.102, atom 97 (H): 0.113, atom 98 (H): 0.113, atom 99 (H): 0.113

=====

Record 2
ORCA calculation (ωB97M-V with the def2-TZVPD basis set) on a molecular structure, C5H18BeN6O2S.

Geometry as XYZ:
```
33
Properties=species:S:1:pos:R:3:forces:R:3
Be 0.5237 0.5571 0.5467 -0.126 0.090 -0.104
N -1.2467 0.4356 1.1476 -0.033 -0.035 0.094
N -1.5719 -0.3382 2.2707 0.012 0.032 -0.014
C -0.6006 -1.0022 2.9443 -0.016 -0.013 0.020
N -0.9883 -1.7073 3.9961 0.027 -0.006 -0.002
S 1.0074 -0.9275 2.4542 -0.034 -0.023 0.030
H -1.5621 1.3937 1.2964 0.002 0.003 -0.020
H -1.7679 0.0945 0.3403 0.016 0.006 -0.016
H -2.5415 -0.3783 2.5496 0.002 0.002 -0.008
H -1.9470 -1.7671 4.3034 -0.001 0.001 -0.003
H -0.2952 -2.2207 4.5174 -0.004 0.002 0.000
N 1.0814 -0.7102 -0.6159 0.067 0.008 0.001
C 0.8800 -0.2009 -1.9987 -0.051 -0.016 -0.018
C 0.5609 1.2780 -1.8566 0.111 -0.017 0.150
O 0.8613 2.0920 -2.7217 -0.021 0.023 -0.098
O 0.0552 1.5897 -0.7129 0.002 -0.031 -0.016
H 2.0587 -0.9501 -0.4636 -0.002 0.005 0.002
H 0.5917 -1.5875 -0.4606 -0.009 0.009 0.014
H 0.0376 -0.7028 -2.4741 0.004 -0.010 -0.010
H 1.7535 -0.3488 -2.6287 -0.004 0.003 0.000
N 1.8681 4.1954 -1.4936 0.017 0.047 -0.006
C 2.0917 4.0033 -0.0217 0.018 -0.001 -0.044
C 2.5483 2.5811 0.3517 -0.027 0.055 0.030
N 1.5966 1.8676 1.2641 0.092 0.012 0.015
H 1.3546 5.0613 -1.6659 0.027 0.007 0.010
H 1.3246 3.3958 -1.9641 -0.043 -0.016 -0.027
H 2.7528 4.2795 -1.9969 0.006 -0.019 0.011
H 1.1558 4.2624 0.4692 -0.033 -0.041 -0.019
H 2.8331 4.7387 0.2830 -0.022 0.002 0.029
H 3.5159 2.6343 0.8462 -0.005 0.022 -0.014
H 2.6910 1.9893 -0.5522 -0.002 -0.012 0.009
H 0.9293 2.5496 1.6197 0.004 -0.028 0.050
H 2.0907 1.5452 2.0927 0.024 -0.062 -0.046
```
Forces are in eV/Å.

* relative energy (zero: lowest compared OMol25 entry of this formula, charge and spin): 0.000 eV
* highest occupied orbital energy: -15.62 eV
* charge: +2
* energy: -29739.45169 eV

Want to see where the charge sits? The natural (NBO) charges in e are: atom 1 (Be): 1.595, atom 2 (N): -0.734, atom 3 (N): -0.449, atom 4 (C): 0.321, atom 5 (N): -0.734, atom 6 (S): -0.306, atom 7 (H): 0.409, atom 8 (H): 0.412, atom 9 (H): 0.412, atom 10 (H): 0.419, atom 11 (H): 0.444, atom 12 (N): -0.969, atom 13 (C): -0.358, atom 14 (C): 0.797, atom 15 (O): -0.644, atom 16 (O): -0.934, atom 17 (H): 0.420, atom 18 (H): 0.425, atom 19 (H): 0.254, atom 20 (H): 0.250, atom 21 (N): -0.702, atom 22 (C): -0.234, atom 23 (C): -0.244, atom 24 (N): -0.943, atom 25 (H): 0.444, atom 26 (H): 0.469, atom 27 (H): 0.436, atom 28 (H): 0.224, atom 29 (H): 0.246, atom 30 (H): 0.241, atom 31 (H): 0.208, atom 32 (H): 0.399, atom 33 (H): 0.425

=====

Question: The highest highest occupied orbital energy belongs to which entry?
Answer: C45H47N9O3Zr